Computed, not measured: a structure of composition C22H43AlF9O8P2S at a distorted geometry, with ωB97M-V/def2-TZVPD.

Properties
ΔE to the lowest compared entry with this formula, charge and spin ... 1196.1 kJ/mol
Total charge ... -1
Strongest force on any atom ... 0.1893 hartree/bohr
LUMO energy ... -0.6 eV
E ... -100344.0273 eV
HOMO energy ... -4.979 eV

Geometry as XYZ:
```
86
Properties=species:S:1:pos:R:3:forces:R:3
C -5.646179 -4.152823 5.340210 -2.4 7.2 -5.4
C -6.116311 -3.016787 4.620259 3.4 -6.4 3.9
C -6.509557 -1.676769 3.704084 -1.2 -1.2 2.1
Al -5.630359 -1.964209 1.873280 0.3 0.0 -0.2
C -6.594566 -3.500698 0.916539 -0.5 -2.4 -1.0
C -5.600399 -4.328541 -0.092946 1.8 -1.7 1.2
C -4.456272 -5.195822 0.302538 -2.4 1.8 -1.8
C -5.549005 -0.222869 0.714087 -0.6 0.5 0.3
C -4.701412 -0.630400 -0.624125 -0.7 -0.2 0.3
C -3.486738 0.414677 -1.023763 -2.9 1.4 -1.7
F -3.610118 1.756206 -0.339576 1.1 -4.2 -2.0
F -3.770282 0.754802 -2.473669 1.4 -0.6 3.5
C -1.991231 -0.212494 -1.025356 0.2 0.4 -5.5
F -2.034902 -1.454754 -1.883712 0.1 4.1 2.9
F -1.067348 0.722605 -1.769631 -2.9 -3.1 2.4
S -1.216234 -0.676595 0.582218 1.7 -2.5 3.5
F -1.965122 -2.256362 0.571789 1.8 3.7 -0.1
F -2.499950 -0.145926 1.566243 2.8 -0.6 -2.4
F -0.434077 0.886831 0.627137 -1.7 -3.4 0.3
F 0.119693 -1.365857 -0.311681 -2.7 1.7 1.6
F -0.380371 -1.127532 2.009234 -1.7 1.2 -2.9
H -5.001479 -5.128659 5.569092 -1.9 2.8 -0.7
H -6.168688 -0.674252 4.203247 -0.5 -2.1 -0.5
H -7.696008 -1.639026 3.605497 2.4 -0.2 0.4
H -4.095891 -2.395243 2.124830 -0.1 0.1 0.0
H -6.982461 -4.240102 1.766258 0.9 1.4 -1.6
H -7.552161 -3.141265 0.344708 1.7 -0.8 0.8
H -5.825509 -4.219753 -1.257116 1.0 0.2 2.6
H -4.360455 -5.763956 1.326913 -0.1 1.9 -2.0
H -3.591999 -5.343923 -0.505972 -2.3 -0.1 1.8
H -5.047933 0.572488 1.409779 -0.7 -1.3 -1.6
H -6.649622 0.180664 0.488924 2.5 -0.7 0.0
H -4.283397 -1.743295 -0.524447 -0.4 2.5 -0.2
H -5.492522 -0.691102 -1.515092 2.2 0.5 1.7
O 6.514869 -4.404417 2.226549 1.6 2.6 3.6
P 5.513379 -3.277040 2.577650 -5.7 -2.9 -7.2
O 4.227841 -4.302831 2.779578 0.4 -0.2 1.1
C 4.163506 -5.022670 3.998591 -0.3 -0.3 0.3
C 3.813844 -4.112538 5.161584 -0.1 0.1 0.1
O 5.254715 -2.897267 0.977581 0.7 1.0 0.8
C 6.205274 -3.179140 -0.036267 0.1 -0.2 -0.4
C 5.848422 -4.479848 -0.733586 -0.1 -0.2 0.0
O 4.394360 -2.017360 2.969952 3.1 -0.5 2.1
C 3.639931 -1.270233 2.028005 -0.3 1.1 -0.8
C 2.466218 -2.051635 1.467839 0.2 -0.5 0.0
H 5.110912 -5.537643 4.181092 0.0 -0.1 0.0
H 3.386533 -5.785796 3.887423 0.1 0.1 -0.2
H 4.616184 -3.391800 5.348481 0.0 0.0 0.0
H 3.657633 -4.692510 6.074675 0.0 0.0 -0.1
H 2.907475 -3.536259 4.946472 0.2 -0.2 0.0
H 7.226778 -3.188026 0.357141 -0.2 -0.2 0.0
H 6.158206 -2.359911 -0.761503 -0.1 0.0 0.1
H 5.796065 -5.316206 -0.030572 0.2 0.2 0.0
H 6.582999 -4.719477 -1.508699 -0.1 0.0 0.1
H 4.859701 -4.400950 -1.200082 0.2 0.1 0.0
H 4.280846 -0.857653 1.242826 -0.1 -0.2 0.1
H 3.244990 -0.403201 2.570945 0.2 -0.2 0.2
H 2.786698 -2.932605 0.904548 0.1 0.2 0.0
H 1.871019 -1.421312 0.800384 0.4 0.0 0.3
H 1.824165 -2.411647 2.277659 0.1 0.2 -0.1
O 2.306773 4.043760 -4.161404 -0.6 1.3 -4.5
P 1.355758 5.263021 -4.240198 -0.9 -0.6 9.7
O 2.266824 6.204781 -3.225961 0.7 0.4 -0.9
C 3.424217 6.810299 -3.775587 0.3 0.3 0.1
C 3.061689 7.929202 -4.734643 -0.1 0.2 0.0
O 0.320535 4.632144 -3.099295 -0.4 0.4 -1.6
C 0.224864 3.240725 -2.842964 -0.1 -0.7 0.4
C 1.080336 2.875164 -1.642976 0.2 0.0 0.2
O 0.293138 6.625367 -4.328241 1.5 -1.2 -3.1
C -0.837161 6.836775 -3.496161 -1.2 -0.1 0.1
C -0.458076 7.302753 -2.102915 0.5 -0.2 0.2
H 4.041103 6.057434 -4.274311 0.0 0.0 0.0
H 4.006439 7.218779 -2.943380 -0.2 -0.2 0.0
H 2.551572 7.535345 -5.619403 0.0 0.0 0.0
H 3.956993 8.461075 -5.066374 0.0 -0.1 0.0
H 2.378912 8.642663 -4.260653 0.1 -0.1 -0.1
H 0.478449 2.647388 -3.727251 0.1 0.2 0.2
H -0.823978 3.024774 -2.613586 0.1 0.2 -0.1
H 2.127510 3.154515 -1.790803 -0.1 -0.1 -0.2
H 1.029632 1.800421 -1.442520 0.0 0.2 0.0
H 0.735355 3.414329 -0.753199 -0.1 -0.1 -0.1
H -1.489241 5.958113 -3.480499 0.2 0.1 0.1
H -1.424473 7.630261 -3.973604 0.3 0.0 -0.2
H 0.127435 6.554419 -1.561356 -0.2 0.0 -0.1
H -1.355026 7.520613 -1.515476 0.0 0.0 -0.2
H 0.156720 8.206596 -2.155285 -0.1 0.0 0.0
```
Positions in Å, forces in eV/Å.